C12H21N4SbSe4Tc as an isolated structure at a distorted geometry, computed with ωB97M-V/def2-TZVPD.

Results
LUMO level (spin up / spin down) = -12.22 / -12.22 eV
F_max = 1.1 eV/A
calculated total energy = -288836.4116 eV
orbital gap (spin up / spin down) = 4.799 / 4.799 eV
net charge = +3
HOMO energy (spin up / spin down) = -17.0 / -17.0 eV

Element x y z (Å)
Tc  -0.113  -0.273  0.053
C  -2.348  0.534  1.977
C  -2.746  0.930  0.567
N  -2.185  -0.091  -0.362
C  -2.394  0.193  -1.819
C  -1.340  -0.525  -2.624
C  -1.510  -1.016  -3.896
C  -0.417  -1.600  -4.537
C  0.815  -1.671  -3.899
C  0.920  -1.180  -2.616
C  2.184  -1.217  -1.788
N  1.967  -0.529  -0.488
C  1.584  0.823  -0.508
C  0.172  0.594  1.651
N  -0.979  -0.102  1.965
N  -0.141  -0.635  -2.000
H  -3.029  -0.200  2.404
H  -2.346  1.411  2.623
H  -2.311  1.890  0.294
H  -3.831  1.008  0.480
H  -2.634  -0.988  -0.159
H  -2.272  1.268  -1.967
H  -3.397  -0.078  -2.146
H  -2.472  -0.951  -4.386
H  -0.531  -2.003  -5.535
H  1.673  -2.110  -4.391
H  2.995  -0.729  -2.333
H  2.477  -2.249  -1.600
H  2.681  -0.771  0.187
H  1.543  1.295  -1.483
H  2.043  1.451  0.243
H  -0.199  2.845  1.568
H  0.874  0.988  2.377
H  -0.914  -0.798  2.705
C  -0.150  3.724  0.932
H  -1.007  4.362  1.139
H  -0.137  3.431  -0.119
H  0.758  4.279  1.162
Se  4.296  -4.513  2.929
Sb  2.739  -6.060  2.149
Se  -0.289  -3.620  1.506
Se  0.373  -4.863  3.121
Se  2.465  -6.734  -0.056

Forces on atoms 1 to 6 (eV/Å):
Tc -0.6 0.0 0.5
C 0.1 0.2 -0.1
C 0.1 0.1 0.1
N 0.0 0.0 -0.5
C 0.1 0.0 0.0
C 0.1 0.0 0.2

---

A 2-piece molecular cluster, C6H13NO overall at a distorted geometry, computed with ωB97M-V/def2-TZVPD.

Results
LUMO level = 0.96 eV
F_max = 1.1 eV/A
calculated total energy = -9969.5781 eV
orbital gap = 8.847 eV
HOMO energy = -7.9 eV

Element x y z (Å)
C  -1.217  -1.853  2.043
C  -1.058  -1.146  0.718
C  -0.388  0.006  0.611
N  0.301  0.563  1.665
C  -0.395  0.789  -0.648
C  0.626  1.517  -1.069
C  0.671  2.259  -2.374
H  -1.673  -1.224  2.810
H  -0.261  -2.172  2.476
H  -1.805  -2.758  1.922
H  -1.588  -1.635  -0.089
H  0.450  1.557  1.621
H  0.184  0.174  2.584
H  -1.316  0.719  -1.219
H  1.560  1.531  -0.522
H  1.125  1.631  -3.149
H  1.288  3.156  -2.310
H  -0.320  2.561  -2.722
O  1.667  -1.865  -0.802
H  1.036  -1.829  -1.525
H  1.113  -1.982  -0.020

Forces on atoms 1 to 6 (eV/Å):
C 0.6 -0.2 0.0
C -0.5 -0.6 0.8
C -0.6 0.3 -0.5
N 0.4 0.2 0.0
C 0.0 -0.3 0.3
C 0.2 0.2 -0.6

---

C14H6IrN2O9 as an isolated structure at a distorted geometry, computed with ωB97M-V/def2-TZVPD.

Results
LUMO level (spin up / spin down) = -3.83 / -4.18 eV
F_max = 2.0 eV/A
calculated total energy = -38859.5261 eV
⟨S²⟩ = 0.76
orbital gap (spin up / spin down) = 4.341 / 3.994 eV
multiplicity = 2
HOMO energy (spin up / spin down) = -8.2 / -8.2 eV

Element x y z (Å)
Ir  0.677  -0.647  0.636
O  -0.850  3.807  4.625
C  -0.567  2.833  3.768
C  -1.377  1.697  3.609
C  -0.978  0.743  2.716
N  0.138  0.865  2.006
C  0.892  1.958  2.115
C  0.586  2.970  2.978
C  2.035  1.959  1.137
O  2.835  2.847  1.143
O  1.983  0.928  0.323
C  -1.755  -0.496  2.363
O  -2.754  -0.769  2.961
O  -1.215  -1.137  1.355
H  -1.651  3.617  5.131
H  -2.299  1.554  4.158
H  1.214  3.848  3.041
O  0.148  -3.154  -5.808
C  -0.431  -2.111  -5.536
O  -1.146  -1.264  -6.061
C  -0.168  -1.708  -3.945
C  -0.737  -0.550  -3.427
C  -0.503  -0.233  -2.104
N  0.256  -1.031  -1.347
C  0.806  -2.145  -1.839
C  0.621  -2.528  -3.145
C  1.616  -2.911  -0.862
O  2.172  -3.924  -1.143
O  1.633  -2.322  0.341
H  -1.351  0.089  -4.047
H  -0.912  0.651  -1.632
H  1.082  -3.436  -3.510

Forces on atoms 1 to 6 (eV/Å):
Ir -0.8 1.4 0.8
O 0.0 0.0 0.0
C 0.0 -0.2 -0.1
C 0.1 0.2 0.2
C -0.2 -0.2 0.0
N 0.1 -0.4 -0.6

---

C29H46BiClN4O4 as an isolated structure at a distorted geometry, computed with ωB97M-V/def2-TZVPD.

Results
LUMO level = -0.38 eV
F_max = 4.0 eV/A
calculated total energy = -63328.2269 eV
orbital gap = 5.252 eV
HOMO energy = -5.6 eV

Element x y z (Å)
O  -1.129  1.349  -4.238
C  -0.456  0.572  -4.913
C  -0.210  -0.843  -4.582
C  -0.756  -1.465  -3.436
H  -1.187  -0.861  -2.633
C  -0.769  -2.859  -3.358
H  -1.259  -3.359  -2.513
C  -0.160  -3.605  -4.377
H  -0.239  -4.687  -4.372
C  0.529  -2.987  -5.427
H  1.066  -3.567  -6.181
C  0.508  -1.601  -5.515
H  1.002  -1.061  -6.320
H  0.084  0.908  -5.821
C  2.688  1.964  -1.490
C  2.301  0.734  -0.745
H  3.483  1.741  -2.221
H  3.028  2.795  -0.851
H  1.820  2.331  -2.072
C  2.716  -0.523  -0.976
C  4.130  -1.024  -1.085
H  1.994  -1.321  -1.214
H  4.500  -0.967  -2.121
H  4.174  -2.085  -0.790
H  4.809  -0.450  -0.441
Bi  0.460  0.973  0.512
Cl  2.392  1.474  2.095
C  -0.017  0.543  3.728
O  -0.577  1.211  2.817
N  -0.175  0.831  5.022
C  -0.849  2.047  5.460
C  0.364  -0.021  6.073
H  0.650  -0.316  3.496
H  -1.284  2.550  4.598
H  -0.137  2.720  5.959
H  -1.631  1.790  6.184
H  0.693  -0.975  5.642
H  -0.413  -0.215  6.827
H  1.223  0.456  6.570
H  -5.012  -0.123  -3.313
H  -5.404  -0.597  -1.091
C  -3.947  -0.322  -3.138
C  -4.383  -0.477  -0.717
N  -3.598  0.110  -1.789
H  -3.334  0.203  -3.878
C  -2.597  0.966  -1.537
O  -2.129  1.176  -0.396
H  -4.372  0.169  0.163
H  -2.232  1.501  -2.435
H  -3.784  -1.406  -3.235
H  -3.998  -1.469  -0.448
H  0.174  6.700  0.320
H  -1.472  6.660  -1.875
C  0.771  6.027  -0.307
C  -0.772  5.904  -2.257
N  -0.101  5.220  -1.158
H  1.386  5.381  0.322
C  -0.355  3.941  -0.902
O  0.233  3.312  0.031
H  -1.319  5.166  -2.851
H  -1.094  3.456  -1.561
H  1.401  6.649  -0.949
H  -0.030  6.412  -2.886
C  3.468  -1.808  2.797
N  2.052  -2.147  2.774
C  1.718  -3.180  3.740
C  1.574  -2.450  1.423
C  0.081  -2.449  1.347
C  -0.609  -3.673  1.473
C  -1.990  -3.658  1.659
C  -2.668  -2.436  1.700
C  -1.957  -1.235  1.489
C  -0.615  -1.262  1.220
H  3.770  -1.651  3.839
H  3.621  -0.872  2.245
H  4.093  -2.608  2.358
H  0.632  -3.286  3.832
H  2.143  -4.163  3.463
H  2.134  -2.885  4.712
H  1.990  -1.671  0.775
H  1.971  -3.430  1.084
H  -0.038  -4.608  1.450
H  -2.531  -4.597  1.793
H  -3.742  -2.398  1.893
H  -2.494  -0.288  1.532

Forces on atoms 1 to 6 (eV/Å):
O 0.8 -0.9 -1.2
C 0.1 0.8 1.3
C -0.2 -0.5 0.3
C -0.1 -0.1 -0.4
H 0.1 -0.2 -0.4
C 0.2 0.3 -0.1

---

C11H14IrN2O5S as an isolated structure at a distorted geometry, computed with ωB97M-V/def2-TZVPD.

Results
LUMO level (spin up / spin down) = -9.27 / -9.39 eV
F_max = 2.1 eV/A
calculated total energy = -38507.5489 eV
⟨S²⟩ = 0.76
orbital gap (spin up / spin down) = 6.986 / 7.186 eV
net charge = +2
multiplicity = 2
HOMO energy (spin up / spin down) = -16.3 / -16.6 eV

Element x y z (Å)
Ir  0.420  -0.623  -0.171
O  -1.539  0.621  -0.414
C  -2.751  -0.153  -0.520
C  -2.597  -1.326  0.405
N  -1.514  -2.234  -0.025
C  -1.603  -2.758  -1.367
C  -0.942  -1.823  -2.403
O  -1.363  -1.768  -3.508
O  0.125  -1.163  -1.908
C  -1.017  -3.131  1.029
C  -0.256  -2.361  2.060
O  -0.259  -2.543  3.219
O  0.522  -1.372  1.451
H  -1.573  1.365  -1.032
H  -3.606  0.443  -0.201
H  -2.909  -0.453  -1.557
H  -2.369  -0.990  1.418
H  -3.553  -1.860  0.440
H  -1.050  -3.689  -1.486
H  -2.624  -2.849  -1.735
H  -1.831  -3.639  1.548
H  -0.340  -3.877  0.611
S  2.275  0.255  -0.967
C  2.492  1.808  -0.148
N  2.966  2.824  -0.908
C  3.176  4.065  -0.438
C  2.915  4.348  0.882
C  2.480  3.321  1.709
C  2.271  2.045  1.193
H  3.166  2.635  -1.885
H  3.554  4.793  -1.142
H  3.065  5.350  1.256
H  2.316  3.508  2.763
H  1.955  1.231  1.832

Forces on atoms 1 to 6 (eV/Å):
Ir -1.9 -0.5 -0.8
O 0.1 0.3 0.0
C -0.1 -0.1 0.0
C -0.4 -0.6 0.0
N 1.6 1.2 0.5
C 0.3 0.4 -0.7

---

One value per record, in order, for energy above the lowest of the compared OMol25 structures with the same formula, charge and spin: 16.9, 36.8, 30.9, 0.0, 30.8 kcal per mole.